Entry 1:
The following is a quantum chemistry calculation of a molecular structure, C4H8O2, from OMol25.

```
14
Properties=species:S:1:pos:R:3:forces:R:3
C 1.503799 0.278781 0.063547 0.254 0.455 0.195
C 0.117058 -0.270551 0.236706 0.208 0.349 -0.261
O -0.053473 -0.622358 1.594749 -0.185 0.215 0.124
C -0.813182 -1.085307 -0.685278 0.149 -0.211 0.053
O -1.804258 -0.012500 -0.611720 -0.152 0.249 0.386
C -0.737656 0.884012 -0.197915 0.302 0.549 0.338
H 1.298347 1.352470 0.378864 1.103 -0.951 -0.599
H 1.834856 0.198230 -0.978929 0.086 0.286 0.343
H 2.241237 -0.100562 0.762203 0.105 -0.360 -0.108
H -0.958347 -0.406078 1.857377 0.050 -0.161 -0.037
H -1.204559 -2.019417 -0.270796 0.091 0.168 -0.045
H -0.430870 -1.250850 -1.703606 -0.214 0.211 0.149
H -0.629829 1.645710 0.639633 -1.887 -0.582 -0.543
H -0.363127 1.408420 -1.084830 0.090 -0.217 0.004
```
Forces are in eV/Å.

Summary:
net charge: 0

Here is what Mulliken gives for the atomic charges, in e:
1. C -1.143
2. C 0.982
3. O -0.577
4. C -0.553
5. O -0.417
6. C -0.835
7. H 0.241
8. H 0.275
9. H 0.385
10. H 0.351
11. H 0.288
12. H 0.247
13. H 0.410
14. H 0.347

---

Entry 2:
The following is a quantum chemistry calculation of 2 unconnected molecules or ions with the total composition C4H8O2, from OMol25.

```
14
Properties=species:S:1:pos:R:3:forces:R:3
C -0.698942 1.596884 0.956379 0.016 0.078 0.011
C -0.221293 0.166176 0.863718 0.169 -0.068 0.234
O 0.529500 -0.321027 1.676655 -0.339 0.200 -0.340
C -0.759572 -0.626482 -0.305384 -0.137 0.072 0.114
C 0.016253 -0.784963 -1.542240 0.094 0.152 -0.231
O -0.125378 -1.843804 -0.612078 -0.039 -0.161 0.042
H -1.685211 1.625262 1.434081 0.104 -0.033 -0.076
H 0.000832 2.166323 1.571571 -0.122 -0.083 -0.077
H -0.791810 2.053917 -0.034322 -0.004 -0.078 0.135
H -1.850056 -0.633424 -0.383400 0.142 0.043 0.009
H 1.015938 -0.356297 -1.615816 -0.156 -0.081 0.087
H -0.515640 -0.911165 -2.485395 0.086 0.017 0.162
H 2.840486 -0.956247 0.043152 0.050 -0.045 0.001
H 2.244892 -1.175152 0.433079 0.136 -0.012 -0.072
```
Forces are in eV/Å.

Summary:
SMILES: CC(=O)[C@H]1CO1.[H][H]
net charge: 0

Here is what Mulliken gives for the atomic charges, in e:
1. C -1.111
2. C 0.520
3. O -0.509
4. C 0.009
5. C -0.344
6. O -0.385
7. H 0.302
8. H 0.323
9. H 0.351
10. H 0.394
11. H 0.182
12. H 0.284
13. H 0.146
14. H -0.162

---

Largest force on an atom across the listed records, respectively: 0.0398, 0.0101 hartree/bohr.
ΔE to the lowest compared entry with this formula, charge and spin across the listed records, respectively: 2.981, 3.036 eV.
HOMO energy across the listed records, respectively: -10.17, -9.93 eV.